Entry from the OMol25 dataset: a structure of composition C33H40Cl46FN3OS3 in a non-equilibrium geometry (ωB97M-V with the def2-TZVPD basis set).

Last column: Löwdin charge in e.
Atoms and positions in Å:
C 3.757504 -0.945602 1.922895  -0.100
C 4.629443 -0.114367 0.966279  -0.262
N 4.017639 0.097512 -0.377813  -0.162
C 5.029427 0.034488 -1.447352  -0.282
C 6.122029 1.116604 -1.368889  -0.095
C 3.206878 1.198018 -0.459541  -1.042
S 2.971867 2.107189 -1.805734  0.670
S 2.264093 1.657659 1.006504  0.885
C 2.990233 3.271821 1.426233  -0.446
C 2.346167 3.713320 2.764003  -0.229
C 1.352426 4.868698 2.569886  -0.175
C -0.038266 4.416025 2.241168  -0.180
C -1.025533 4.222885 3.163592  -0.500
Cl -0.740686 4.489127 4.855287  0.742
C -2.341407 3.813590 2.795372  -0.238
F -3.223241 3.650323 3.799988  0.053
C -2.742937 3.586106 1.518422  -0.094
C -4.133568 3.188486 1.129774  -0.137
C -4.352342 1.679065 1.105829  -0.148
C -5.788805 1.411880 0.622737  -0.267
O -5.968041 0.114868 0.102703  -0.195
C -6.338980 -0.805766 1.115586  -0.151
C -1.724072 3.749799 0.527747  -0.308
N -1.890722 3.549297 -0.777874  -0.203
S -0.454269 3.853176 -1.459536  1.020
N 0.385805 4.263887 -0.173290  -0.224
C -0.414816 4.157922 0.889838  -0.305
H 2.755624 -1.078146 1.533320  0.058
H 4.228205 -1.891962 2.178296  0.062
H 3.665417 -0.399020 2.860026  0.064
H 4.928191 0.828375 1.414004  0.099
H 5.540795 -0.693328 0.820376  0.024
H 5.528713 -0.929118 -1.368488  0.026
H 4.584382 0.042263 -2.434716  0.087
H 7.091284 0.647014 -1.504426  0.017
H 5.974053 1.845025 -2.160509  0.054
H 6.121547 1.666824 -0.430292  0.076
H 2.784206 3.976239 0.627617  0.047
H 4.068724 3.189861 1.539530  0.074
H 3.157596 4.085668 3.385620  0.095
H 1.868985 2.869891 3.257754  0.095
H 1.673511 5.561310 1.793616  0.123
H 1.314855 5.460362 3.478403  0.034
H -4.840529 3.632565 1.829998  0.127
H -4.312682 3.567133 0.125999  0.108
H -4.231461 1.225483 2.089876  0.114
H -3.697772 1.161501 0.405605  0.127
H -6.500250 1.654919 1.419578  0.118
H -5.984331 2.109446 -0.189469  0.081
H -6.359267 -1.786889 0.658726  0.050
H -7.291283 -0.557057 1.591546  0.017
H -5.588819 -0.770239 1.913842  0.090
C -9.200358 4.012736 -0.704445  -1.536
Cl -7.504470 4.474075 -0.844971  0.556
Cl -9.385774 2.446133 0.085779  0.522
Cl -10.102183 5.264564 0.161645  0.524
H -9.609684 3.932178 -1.703666  0.006
C 10.503961 0.844937 -2.637196  -1.533
Cl 11.217007 -0.702939 -3.104626  0.491
Cl 9.117186 1.214739 -3.657002  0.533
Cl 10.058860 0.835312 -0.930335  0.524
H 11.246631 1.615651 -2.789441  -0.040
C -10.115569 -0.126125 -3.058599  -1.533
Cl -8.930940 -0.317645 -1.775533  0.522
Cl -11.622970 0.543701 -2.433612  0.474
Cl -9.469108 0.898139 -4.349539  0.520
H -10.329135 -1.102708 -3.475095  0.012
C -14.411755 0.183273 -5.352447  -1.531
Cl -12.699974 0.575783 -5.479251  0.511
Cl -14.638933 -1.367973 -4.533513  0.526
Cl -15.283498 1.464551 -4.510729  0.531
H -14.817624 0.095234 -6.351151  0.013
C 8.176151 -3.452188 -0.523317  -1.509
Cl 9.157877 -3.815553 0.894495  0.509
Cl 6.766727 -2.482333 -0.064925  0.643
Cl 9.166666 -2.656275 -1.744138  0.525
H 7.811576 -4.384223 -0.934954  -0.025
C -9.386797 -3.600867 0.511676  -1.492
Cl -7.811919 -4.322672 0.173196  0.527
Cl -9.204631 -2.014799 1.270991  0.577
Cl -10.341465 -3.478741 -0.966181  0.509
H -9.912362 -4.247983 1.201151  0.018
C -14.538586 -4.943654 -3.283720  -1.554
Cl -16.111305 -5.658436 -2.931535  0.536
Cl -13.294498 -5.609960 -2.223751  0.491
Cl -14.107158 -5.177702 -4.977286  0.526
H -14.602409 -3.879972 -3.095531  -0.028
C 2.600119 7.956219 5.808019  -1.547
Cl 1.031399 7.885501 5.008253  0.539
Cl 3.793413 6.997964 4.924625  0.528
Cl 3.144677 9.623960 5.982761  0.529
H 2.493805 7.530702 6.796847  0.012
C -13.739978 4.671819 -0.619228  -1.558
Cl -12.796835 3.325791 -1.254540  0.494
Cl -15.314098 4.764268 -1.413698  0.526
Cl -13.927489 4.534642 1.128980  0.528
H -13.201898 5.586985 -0.829085  0.002
C 13.564728 -0.892886 0.963486  -1.553
Cl 13.542646 0.819667 0.528944  0.520
Cl 14.289935 -1.123374 2.553062  0.513
Cl 11.941888 -1.577953 0.905139  0.501
H 14.174825 -1.415188 0.239398  -0.057
C -9.083424 -7.912101 -2.111256  -1.532
Cl -7.964888 -7.405516 -0.842582  0.503
Cl -10.560995 -6.950554 -2.049295  0.479
Cl -8.325155 -7.788484 -3.698380  0.533
H -9.345592 -8.947724 -1.941343  0.012
C 8.827594 -7.549883 1.716054  -1.546
Cl 7.770332 -8.662775 2.585825  0.538
Cl 10.281020 -8.373323 1.157990  0.541
Cl 7.971846 -6.807281 0.365977  0.534
H 9.124119 -6.763345 2.398529  0.007
C 12.045821 2.642178 -5.978259  -1.538
Cl 13.151762 2.295182 -4.643758  0.542
Cl 10.650733 3.578087 -5.437148  0.519
Cl 12.902527 3.490013 -7.265664  0.533
H 11.686929 1.701411 -6.375560  0.016
C 16.943707 -3.561150 -0.303048  -1.540
Cl 17.630031 -5.114837 -0.773089  0.533
Cl 15.534982 -3.181614 -1.303442  0.544
Cl 16.525670 -3.548888 1.410233  0.526
H 17.690867 -2.797625 -0.473424  0.013
C 4.666567 -8.665209 4.939944  -1.573
Cl 4.551238 -6.973979 4.455919  0.516
Cl 5.416436 -8.813252 6.529998  0.522
Cl 3.078920 -9.433200 4.922271  0.527
H 5.295008 -9.176717 4.223328  -0.024

Cartesian forces, eV/Å:
C 0.260 0.621 0.391
C -0.254 -1.168 0.012
N 0.640 1.468 0.407
C 0.637 -0.599 -0.091
C -0.324 -0.016 -0.281
C -0.531 0.098 -0.289
S 0.102 0.001 -0.127
S 0.207 -0.336 0.149
C -0.222 -0.194 0.144
C 0.379 0.611 -0.867
C -0.350 0.035 0.314
C -0.152 0.008 0.036
C 0.296 0.094 0.055
Cl 0.026 -0.048 -0.083
C -0.290 -0.159 -0.157
F 0.017 0.050 -0.128
C 0.160 0.040 0.026
C 0.352 -0.241 0.287
C -0.823 -0.471 -0.116
C 0.544 0.485 -0.257
O -0.565 -0.074 0.320
C 0.852 0.564 0.208
C -0.516 -0.102 0.462
N 0.377 0.020 -0.376
S -0.441 -0.079 0.201
N 0.420 0.181 0.096
C 0.111 0.046 -0.248
H -0.039 -0.247 -0.050
H -0.101 -0.232 -0.272
H -0.176 -0.011 0.070
H -0.087 0.162 -0.008
H -0.052 0.425 -0.205
H -0.357 0.056 0.082
H -0.441 0.133 0.087
H 0.163 0.057 0.053
H 0.081 0.124 -0.026
H 0.006 -0.082 0.131
H -0.081 0.024 -0.099
H 0.075 -0.226 -0.037
H -0.022 -0.114 0.267
H 0.009 0.003 0.213
H 0.220 -0.140 -0.155
H -0.050 -0.014 0.197
H -0.101 0.126 -0.082
H -0.134 0.152 -0.030
H 0.293 0.127 0.109
H 0.253 0.184 -0.017
H -0.155 -0.191 0.019
H -0.141 -0.055 -0.185
H -0.148 -0.145 0.079
H 0.086 0.111 -0.305
H 0.077 -0.316 0.037
C -0.073 -0.039 0.084
Cl 0.002 -0.018 -0.017
Cl 0.041 0.239 0.033
Cl 0.001 0.017 -0.005
H -0.029 -0.002 0.015
C -0.117 -0.044 0.134
Cl 0.237 0.122 -0.129
Cl -0.124 -0.170 0.078
Cl -0.024 0.088 -0.079
H 0.046 0.010 -0.008
C 0.079 0.010 0.104
Cl 0.141 -0.053 -0.172
Cl 0.070 -0.095 0.321
Cl -0.009 -0.010 -0.019
H -0.016 0.025 -0.045
C 0.050 0.086 0.098
Cl -0.114 -0.021 -0.374
Cl -0.012 -0.015 -0.043
Cl 0.005 -0.016 -0.007
H -0.016 -0.022 0.008
C 0.090 -0.055 0.036
Cl 0.103 0.212 0.145
Cl 0.479 -0.436 -0.052
Cl -0.308 -0.043 0.135
H 0.006 -0.017 0.026
C 0.042 0.119 -0.059
Cl -0.028 0.276 0.107
Cl -0.491 -0.412 0.038
Cl -0.099 -0.065 0.031
H -0.004 -0.005 -0.009
C -0.012 -0.064 -0.040
Cl 0.012 0.030 0.006
Cl -0.246 0.152 0.022
Cl 0.007 0.024 0.017
H 0.005 -0.003 0.023
C -0.004 0.037 -0.083
Cl -0.014 0.025 0.043
Cl -0.004 -0.023 0.020
Cl 0.000 -0.022 0.019
H 0.007 -0.008 -0.002
C -0.019 -0.035 0.036
Cl -0.030 0.021 -0.043
Cl 0.019 0.018 -0.008
Cl 0.015 0.020 -0.014
H 0.008 -0.003 0.004
C -0.068 0.025 0.035
Cl 0.026 -0.017 -0.023
Cl -0.061 0.086 0.077
Cl 0.056 -0.062 -0.006
H 0.013 -0.007 -0.010
C 0.076 0.084 0.049
Cl -0.034 -0.315 -0.095
Cl 0.202 -0.187 -0.075
Cl -0.016 -0.026 0.009
H 0.004 0.000 0.001
C 0.052 0.031 -0.023
Cl 0.013 -0.019 0.029
Cl -0.010 0.025 0.021
Cl -0.191 -0.319 -0.098
H -0.017 0.007 -0.006
C -0.014 0.158 -0.106
Cl -0.049 -0.021 0.037
Cl 0.211 0.080 -0.063
Cl -0.018 -0.035 -0.030
H 0.004 -0.017 0.049
C 0.024 -0.123 0.069
Cl 0.010 0.025 -0.009
Cl 0.003 0.023 -0.002
Cl 0.029 -0.006 -0.133
H -0.016 0.013 -0.009
C -0.048 0.034 0.053
Cl 0.020 -0.002 -0.022
Cl 0.021 -0.009 -0.027
Cl 0.022 -0.007 -0.019
H -0.005 0.001 -0.006

Computed properties:
E_LUMO ... -0.304 eV